# 1
{
  "formula": "C30H72FN3O9S3",
  "method": "wB97M-V/def2-TZVPD",
  "energy_ev": -90396.755,
  "orbital_gap_ev": 8.322,
  "largest_force_ev_per_a": 2.63,
  "total_charge": 0,
  "e_homo_ev": -8.0,
  "symbols": ["N", "C", "C", "C", "C", "N", "C", "C", "C", "S", "C", "S", "N", "C", "C", "O", "C", "C", "S", "O", "O", "F", "H", "H", "H", "H", "H", "H", "H", "H", "H", "H", "H", "H", "H", "H", "H", "H", "H", "H", "H", "H", "H", "H", "H", "H", "C", "C", "C", "O", "H", "H", "H", "H", "H", "H", "H", "H", "C", "C", "C", "O", "H", "H", "H", "H", "H", "H", "H", "H", "C", "C", "C", "O", "H", "H", "H", "H", "H", "H", "H", "H", "C", "C", "C", "O", "H", "H", "H", "H", "H", "H", "H", "H", "C", "C", "C", "O", "H", "H", "H", "H", "H", "H", "H", "H", "C", "C", "C", "O", "H", "H", "H", "H", "H", "H", "H", "H"],
  "xyz": [[5.966, -5.372, -2.103], [6.339, -4.254, -1.206], [5.207, -3.218, -1.149], [5.615, -1.884, -0.458], [5.302, -0.670, -1.362], [4.256, 0.245, -0.814], [4.415, 1.540, -1.548], [3.435, 2.664, -1.138], [2.516, 3.068, -2.333], [0.751, 3.154, -1.908], [-0.007, 1.824, -2.851], [0.203, 1.836, -4.481], [-0.693, 0.860, -2.179], [-1.569, 0.053, -3.046], [-2.463, -0.917, -2.249], [-3.094, -0.328, -1.139], [-2.057, 0.183, -0.326], [-1.441, 1.388, -1.017], [2.773, -0.441, -1.092], [2.669, -1.697, -0.457], [2.523, -0.499, -2.489], [1.758, 0.483, -0.397], [5.720, -4.950, -2.995], [5.086, -5.758, -1.770], [6.457, -4.717, -0.227], [7.278, -3.819, -1.544], [4.389, -3.654, -0.576], [4.812, -3.058, -2.153], [6.687, -1.944, -0.283], [5.063, -1.752, 0.467], [5.050, -0.952, -2.386], [6.214, -0.083, -1.449], [4.345, 1.315, -2.616], [5.424, 1.914, -1.399], [2.868, 2.446, -0.241], [4.028, 3.554, -0.938], [2.825, 4.043, -2.700], [2.599, 2.381, -3.174], [-2.198, 0.673, -3.690], [-0.923, -0.565, -3.664], [-1.810, -1.752, -1.952], [-3.192, -1.343, -2.935], [-1.270, -0.583, -0.286], [-2.397, 0.404, 0.682], [-0.738, 1.808, -0.300], [-2.195, 2.122, -1.304], [-1.847, 4.461, 1.256], [-2.608, 5.110, 0.117], [-3.334, 6.363, 0.580], [-3.551, 4.178, -0.421], [-2.529, 4.157, 2.055], [-1.339, 3.560, 0.910], [-1.103, 5.143, 1.673], [-1.917, 5.364, -0.688], [-4.067, 6.123, 1.357], [-3.885, 6.814, -0.247], [-2.636, 7.100, 0.978], [-4.167, 3.946, 0.283], [-1.574, -5.429, 0.727], [-2.440, -4.902, -0.407], [-3.188, -3.645, 0.010], [-3.372, -5.906, -0.814], [-2.186, -5.695, 1.593], [-1.047, -6.333, 0.418], [-0.840, -4.686, 1.037], [-1.813, -4.685, -1.273], [-3.859, -3.853, 0.848], [-3.806, -3.280, -0.810], [-2.496, -2.855, 0.304], [-3.935, -6.111, -0.059], [2.639, -5.881, 3.941], [1.485, -5.259, 3.169], [1.989, -4.267, 2.129], [0.597, -4.599, 4.071], [3.202, -5.112, 4.477], [2.264, -6.583, 4.687], [3.321, -6.411, 3.275], [0.908, -6.044, 2.678], [2.532, -3.448, 2.609], [1.156, -3.821, 1.586], [2.654, -4.749, 1.410], [1.092, -3.900, 4.513], [1.478, 9.536, 1.246], [0.302, 8.750, 0.688], [-0.944, 9.615, 0.587], [0.035, 7.622, 1.525], [1.255, 9.899, 2.253], [2.361, 8.901, 1.321], [1.717, 10.393, 0.614], [0.558, 8.357, -0.296], [-1.244, 9.979, 1.574], [-1.780, 9.037, 0.192], [-0.780, 10.475, -0.063], [-0.193, 7.953, 2.402], [-1.563, 4.411, 6.085], [-2.334, 5.055, 4.943], [-3.051, 6.316, 5.401], [-3.280, 4.126, 4.414], [-2.241, 4.119, 6.891], [-1.060, 3.506, 5.743], [-0.815, 5.094, 6.492], [-1.649, 5.299, 4.130], [-3.777, 6.084, 6.185], [-3.605, 6.763, 4.573], [-2.347, 7.054, 5.788], [-3.897, 3.897, 5.119], [-2.694, -9.289, -3.655], [-3.834, -8.651, -4.435], [-3.311, -7.657, -5.462], [-4.725, -7.996, -3.538], [-2.132, -8.529, -3.107], [-3.082, -9.994, -2.920], [-2.007, -9.819, -4.318], [-4.413, -9.427, -4.939], [-2.767, -6.847, -4.968], [-4.138, -7.203, -6.009], [-2.643, -8.139, -6.177], [-4.228, -7.305, -3.079]]
}

=====

# 2
{
  "formula": "C30H72N2",
  "method": "wB97M-V/def2-TZVPD",
  "energy_ev": -35242.226,
  "orbital_gap_ev": 8.683,
  "largest_force_ev_per_a": 15.84,
  "total_charge": 0,
  "e_homo_ev": -7.9,
  "relative_energy_kj_mol": 453.70,
  "symbols": ["C", "C", "N", "C", "C", "C", "C", "H", "H", "H", "H", "H", "H", "H", "H", "H", "H", "H", "H", "H", "H", "H", "C", "C", "N", "C", "C", "C", "C", "H", "H", "H", "H", "H", "H", "H", "H", "H", "H", "H", "H", "H", "H", "H", "C", "C", "C", "C", "C", "C", "H", "H", "H", "H", "H", "H", "H", "H", "H", "H", "H", "H", "H", "H", "C", "C", "C", "C", "C", "C", "H", "H", "H", "H", "H", "H", "H", "H", "H", "H", "H", "H", "H", "H", "C", "C", "C", "C", "C", "C", "H", "H", "H", "H", "H", "H", "H", "H", "H", "H", "H", "H", "H", "H"],
  "xyz": [[-0.523, 0.749, -2.072], [0.584, -0.033, -2.775], [-0.022, -1.233, -3.544], [0.712, -1.650, -4.802], [2.180, -2.259, -4.630], [-0.295, -2.417, -2.597], [-1.213, -3.392, -3.440], [-1.449, 1.136, -2.817], [-0.087, 1.740, -1.576], [-1.036, 0.168, -1.371], [1.261, -0.432, -2.130], [0.934, 0.416, -3.481], [0.588, -0.622, -5.303], [0.096, -2.198, -5.379], [2.217, -3.009, -3.840], [2.994, -1.591, -4.529], [2.573, -2.596, -5.645], [-0.853, -2.354, -1.705], [0.637, -2.906, -2.299], [-1.665, -4.233, -2.829], [-0.656, -4.003, -4.285], [-1.964, -2.822, -3.860], [2.244, 2.686, 1.392], [2.222, 1.276, 0.976], [1.923, 0.219, 2.079], [0.962, -0.767, 1.706], [1.517, -1.775, 0.764], [2.960, 0.038, 2.903], [2.744, -0.920, 4.029], [1.388, 2.975, 1.991], [2.485, 3.494, 0.547], [3.025, 2.660, 2.179], [3.174, 1.040, 0.250], [1.490, 1.291, 0.246], [0.170, -0.352, 1.079], [0.396, -1.311, 2.603], [1.942, -1.243, -0.097], [0.894, -2.584, 0.242], [2.573, -2.186, 1.185], [3.616, 0.858, 3.236], [3.769, -0.527, 2.197], [2.190, -1.873, 3.767], [2.018, -0.448, 4.749], [3.351, -0.950, 4.763], [-2.594, -2.978, 5.483], [-1.394, -3.129, 4.555], [-1.836, -3.590, 3.215], [-2.473, -2.334, 2.434], [-2.541, -2.609, 0.935], [-3.569, -3.615, 0.631], [-2.589, -2.913, 6.694], [-3.155, -3.915, 5.168], [-3.316, -2.107, 5.125], [-0.767, -4.241, 4.892], [-0.800, -2.475, 4.542], [-2.651, -4.348, 2.953], [-1.065, -4.048, 2.662], [-1.939, -1.439, 2.576], [-3.561, -2.050, 3.074], [-1.476, -2.979, 0.766], [-2.517, -1.620, 0.313], [-4.620, -3.501, 1.017], [-3.214, -4.483, 1.062], [-3.518, -3.679, -0.319], [-6.535, 0.151, 2.692], [-5.274, 0.417, 1.844], [-4.129, 1.255, 2.426], [-3.007, 1.706, 1.457], [-2.017, 2.687, 2.011], [-1.184, 2.095, 3.309], [-7.014, 0.904, 3.310], [-6.328, -0.360, 3.675], [-7.268, -0.277, 2.051], [-5.760, 0.864, 0.880], [-4.920, -0.549, 1.347], [-3.696, 0.768, 3.217], [-4.564, 2.265, 2.626], [-3.337, 1.985, 0.519], [-2.294, 0.879, 1.291], [-2.531, 3.531, 2.267], [-1.359, 2.984, 1.166], [-1.840, 1.568, 4.125], [-0.487, 2.819, 3.753], [-0.536, 1.108, 3.032], [2.484, 5.755, -3.357], [3.053, 4.874, -2.255], [3.055, 3.409, -2.573], [3.916, 3.126, -3.821], [3.963, 1.605, -4.077], [4.941, 1.420, -5.240], [3.026, 5.713, -4.144], [2.380, 6.590, -3.000], [1.372, 5.662, -3.463], [2.570, 4.988, -1.327], [3.949, 5.226, -2.122], [1.933, 3.059, -2.881], [3.318, 2.840, -1.715], [4.962, 3.382, -3.669], [3.664, 3.723, -4.721], [3.081, 0.951, -4.149], [4.569, 1.129, -3.444], [4.955, 0.423, -5.489], [6.015, 1.659, -4.994], [4.404, 1.661, -6.215]]
}

=====

# 3
{
  "formula": "C30H72N2",
  "method": "wB97M-V/def2-TZVPD",
  "energy_ev": -35246.008,
  "orbital_gap_ev": 8.781,
  "largest_force_ev_per_a": 10.18,
  "total_charge": 0,
  "e_homo_ev": -8.0,
  "relative_energy_kj_mol": 88.82,
  "symbols": ["C", "C", "N", "C", "C", "C", "C", "H", "H", "H", "H", "H", "H", "H", "H", "H", "H", "H", "H", "H", "H", "H", "C", "C", "N", "C", "C", "C", "C", "H", "H", "H", "H", "H", "H", "H", "H", "H", "H", "H", "H", "H", "H", "H", "C", "C", "C", "C", "C", "C", "H", "H", "H", "H", "H", "H", "H", "H", "H", "H", "H", "H", "H", "H", "C", "C", "C", "C", "C", "C", "H", "H", "H", "H", "H", "H", "H", "H", "H", "H", "H", "H", "H", "H", "C", "C", "C", "C", "C", "C", "H", "H", "H", "H", "H", "H", "H", "H", "H", "H", "H", "H", "H", "H"],
  "xyz": [[-1.509, -0.827, 5.759], [-1.151, -0.489, 4.268], [-1.238, -1.781, 3.416], [-2.541, -2.508, 3.318], [-3.753, -1.788, 2.650], [-0.630, -1.506, 2.103], [-0.310, -2.770, 1.267], [-0.721, -1.441, 6.069], [-2.420, -1.204, 6.065], [-1.190, 0.091, 6.171], [-0.318, 0.011, 4.387], [-1.870, 0.198, 3.822], [-2.806, -2.699, 4.300], [-2.249, -3.418, 2.872], [-3.567, -1.613, 1.622], [-3.859, -0.753, 3.093], [-4.768, -2.110, 2.951], [0.309, -0.855, 2.512], [-1.329, -1.005, 1.514], [-1.171, -3.273, 0.935], [0.367, -3.529, 2.005], [0.250, -2.597, 0.423], [-5.148, -0.616, -4.559], [-4.115, -1.757, -4.031], [-3.432, -1.362, -2.787], [-3.307, -2.365, -1.658], [-2.121, -3.481, -2.034], [-2.358, -0.376, -2.964], [-1.861, 0.317, -1.700], [-5.798, -1.054, -5.531], [-4.660, 0.377, -4.642], [-5.921, -0.360, -3.834], [-3.332, -2.149, -4.829], [-4.725, -2.646, -3.946], [-4.297, -2.882, -1.648], [-3.180, -1.789, -0.648], [-1.873, -4.149, -1.420], [-1.221, -2.845, -2.193], [-2.244, -3.817, -3.080], [-2.539, 0.439, -3.659], [-1.351, -0.778, -3.312], [-1.497, -0.314, -1.017], [-2.675, 1.011, -1.341], [-1.099, 0.873, -2.124], [4.477, 4.475, 2.880], [4.110, 3.009, 2.687], [3.568, 2.741, 1.216], [2.934, 1.328, 1.072], [2.467, 1.217, -0.435], [1.926, -0.178, -0.741], [4.783, 4.550, 3.955], [3.611, 5.215, 2.850], [4.893, 4.986, 1.982], [3.247, 2.949, 3.353], [4.869, 2.395, 2.802], [4.420, 2.879, 0.514], [2.822, 3.419, 0.911], [2.229, 1.239, 1.675], [3.656, 0.568, 1.297], [3.309, 1.824, -1.027], [1.618, 1.709, -0.496], [2.635, -0.857, -0.537], [1.719, -0.328, -1.761], [0.961, -0.301, -0.356], [0.234, 5.844, 4.442], [0.023, 5.859, 3.033], [-0.558, 4.522, 2.551], [-0.749, 4.297, 1.036], [-1.792, 3.268, 0.645], [-1.319, 1.879, 1.268], [0.868, 6.784, 4.773], [0.653, 5.031, 4.695], [-0.821, 5.840, 4.890], [0.873, 5.998, 2.576], [-0.662, 6.611, 2.783], [-1.600, 4.333, 3.225], [0.113, 3.766, 2.817], [0.202, 4.009, 0.467], [-1.028, 5.238, 0.515], [-1.642, 3.238, -0.524], [-2.863, 3.331, 0.956], [-0.232, 1.738, 1.153], [-1.972, 1.101, 0.964], [-1.323, 2.057, 2.374], [1.154, -4.922, -1.855], [2.158, -4.415, -2.907], [1.714, -3.057, -3.650], [2.570, -2.586, -4.761], [3.905, -2.111, -4.231], [4.664, -1.247, -5.292], [0.829, -4.243, -1.020], [1.437, -5.864, -1.486], [0.200, -5.260, -2.288], [2.570, -5.137, -3.568], [3.032, -4.279, -2.218], [1.574, -2.479, -2.821], [0.826, -3.279, -4.079], [1.967, -1.767, -5.211], [2.790, -3.485, -5.506], [4.451, -3.030, -4.104], [3.929, -1.694, -3.277], [5.427, -0.829, -4.756], [4.143, -0.519, -5.697], [5.186, -1.804, -6.349]]
}

=====

# 4
{
  "formula": "C30H73BaO16",
  "method": "wB97M-V/def2-TZVPD",
  "energy_ev": -65736.378,
  "orbital_gap_ev": 7.444,
  "largest_force_ev_per_a": 2.13,
  "total_charge": 1,
  "e_homo_ev": -10.6,
  "relative_energy_kj_mol": 82.57,
  "symbols": ["Ba", "C", "C", "O", "O", "H", "H", "H", "C", "O", "C", "C", "O", "C", "H", "H", "H", "H", "H", "H", "H", "H", "H", "H", "C", "O", "C", "C", "O", "C", "H", "H", "H", "H", "H", "H", "H", "H", "H", "H", "C", "O", "C", "C", "O", "C", "H", "H", "H", "H", "H", "H", "H", "H", "H", "H", "C", "O", "C", "C", "O", "C", "H", "H", "H", "H", "H", "H", "H", "H", "H", "H", "C", "O", "C", "C", "O", "C", "H", "H", "H", "H", "H", "H", "H", "H", "H", "H", "C", "O", "C", "C", "O", "C", "H", "H", "H", "H", "H", "H", "H", "H", "H", "H", "C", "O", "C", "C", "O", "C", "H", "H", "H", "H", "H", "H", "H", "H", "H", "H"],
  "xyz": [[-2.780, -1.740, 3.702], [-0.767, -1.703, -0.550], [-1.293, -1.690, 0.869], [-1.324, -2.755, 1.551], [-1.731, -0.599, 1.333], [-1.186, -0.864, -1.100], [-0.956, -2.654, -1.038], [0.309, -1.535, -0.446], [-0.210, -4.278, 4.112], [-0.827, -3.235, 4.840], [-0.005, -2.508, 5.772], [0.692, -1.301, 5.138], [-0.246, -0.451, 4.469], [0.349, 0.746, 4.038], [0.169, -5.050, 4.794], [0.626, -3.885, 3.531], [-0.924, -4.792, 3.472], [0.753, -3.180, 6.183], [-0.661, -2.301, 6.621], [1.255, -1.763, 4.319], [1.355, -0.829, 5.861], [0.572, 1.433, 4.867], [-0.331, 1.289, 3.388], [1.327, 0.638, 3.561], [-1.099, -3.908, -4.042], [-1.322, -2.586, -4.391], [-0.485, -2.118, -5.415], [-1.109, -0.943, -6.169], [-1.284, 0.250, -5.422], [-2.229, 0.204, -4.380], [-1.362, -4.642, -4.812], [-1.583, -4.233, -3.117], [-0.049, -4.134, -3.786], [-0.401, -2.858, -6.225], [0.510, -1.852, -5.047], [-2.041, -1.247, -6.660], [-0.423, -0.620, -6.953], [-3.190, -0.252, -4.642], [-2.439, 1.161, -3.908], [-1.836, -0.449, -3.595], [4.932, 5.426, -1.100], [3.590, 5.493, -1.537], [2.946, 4.233, -1.593], [2.840, 3.514, -0.268], [2.068, 2.351, -0.485], [1.577, 1.743, 0.681], [5.459, 4.568, -1.539], [4.930, 5.331, -0.011], [5.485, 6.299, -1.435], [3.492, 3.667, -2.365], [2.008, 4.364, -2.136], [2.363, 4.152, 0.489], [3.809, 3.237, 0.165], [0.807, 2.369, 1.148], [2.327, 1.643, 1.475], [1.205, 0.774, 0.364], [2.399, -0.432, -2.678], [2.867, -0.184, -3.986], [3.358, -1.356, -4.575], [3.912, -1.113, -5.962], [2.900, -0.800, -6.916], [2.761, 0.584, -7.176], [1.585, -1.167, -2.705], [2.053, 0.523, -2.286], [3.210, -0.797, -2.035], [2.565, -2.113, -4.664], [4.154, -1.833, -3.988], [4.459, -1.952, -6.386], [4.555, -0.227, -5.872], [2.554, 1.136, -6.259], [1.901, 0.679, -7.841], [3.615, 0.982, -7.730], [-3.135, 1.730, 5.541], [-2.891, 1.016, 4.338], [-3.465, 1.651, 3.198], [-4.879, 1.226, 3.071], [-4.926, -0.143, 2.693], [-6.246, -0.640, 2.684], [-2.807, 2.770, 5.445], [-2.477, 1.346, 6.320], [-4.182, 1.703, 5.845], [-2.926, 1.408, 2.276], [-3.388, 2.744, 3.197], [-5.402, 1.817, 2.307], [-5.461, 1.455, 3.973], [-6.870, -0.014, 2.033], [-6.725, -0.579, 3.669], [-6.382, -1.654, 2.310], [2.715, -2.553, 1.332], [3.985, -1.976, 1.122], [4.186, -0.903, 2.004], [4.777, -1.323, 3.362], [3.908, -2.186, 4.039], [4.502, -2.886, 5.120], [2.518, -3.301, 0.563], [1.955, -1.772, 1.230], [2.609, -3.111, 2.264], [3.275, -0.301, 2.063], [4.928, -0.197, 1.623], [4.923, -0.394, 3.925], [5.745, -1.755, 3.096], [3.754, -3.455, 5.669], [4.977, -2.171, 5.799], [5.227, -3.588, 4.693], [-1.503, 3.173, -2.077], [-2.897, 3.043, -1.819], [-3.157, 1.858, -1.075], [-4.548, 1.950, -0.481], [-5.546, 2.154, -1.429], [-6.834, 2.001, -0.913], [-0.998, 3.589, -1.201], [-1.377, 3.761, -2.982], [-1.039, 2.202, -2.289], [-2.419, 1.707, -0.282], [-3.155, 1.029, -1.794], [-4.562, 2.793, 0.227], [-4.668, 1.009, 0.075], [-6.999, 2.764, -0.137], [-7.000, 0.997, -0.498], [-7.626, 2.147, -1.645]]
}

=====

- What is the formula in the third record?
  C30H72N2